[1]
A 2-piece molecular cluster, C4H6ClN3S overall in a non-equilibrium geometry. Source: the Open Molecules 2025 dataset; level of theory: wB97M-V/def2-TZVPD.

The geometry in XYZ format:
```
15
Properties=species:S:1:pos:R:3:forces:R:3
H 3.319 1.458 -1.283 1.36 -0.04 -1.32
N 2.531 1.118 -0.785 -1.25 0.91 1.42
N 2.056 2.180 -0.338 -1.95 -1.49 1.76
H 1.204 1.902 0.347 1.83 0.62 -1.80
Cl 0.159 0.582 2.501 0.12 -0.65 -0.27
C 0.205 -0.966 1.477 -2.59 1.49 -0.56
C -0.692 -0.698 0.206 1.99 -1.10 2.18
C -1.954 -0.311 0.339 -1.10 1.24 -0.81
S -2.699 -0.031 -1.165 0.88 -0.76 -0.47
C -1.232 -0.654 -1.896 -0.58 -0.02 1.20
N -0.285 -0.939 -1.052 0.24 -0.46 -1.08
H 1.221 -1.085 1.244 1.16 -0.53 -0.38
H -0.252 -1.729 2.129 0.54 0.27 -0.49
H -2.336 0.176 1.167 -0.90 0.36 1.72
H -1.245 -1.004 -2.891 0.25 0.17 -1.11
```
Positions in Å, forces in eV/Å.

The calculation puts the energy above the lowest of the compared OMol25 structures with the same formula, charge and spin at 74.88 kJ/mol. The structure (SMILES) is [H]/N=N/[H].ClCc1cscn1. The calculation puts the total energy at -32070.850 eV. The value obtained for the strongest force on any atom is 3.1 eV/A. The net charge is 0. The LUMO energy is 0.58 eV. As for the HOMO energy: -9.35 eV.

natural (NBO) population analysis, charges in e, atoms 1 to 6:
1. H 0.305
2. N -0.306
3. N -0.302
4. H 0.302
5. Cl -0.120
6. C -0.334

***

[2]
A 2-piece molecular cluster, CHCl3O2PS overall in a non-equilibrium geometry. Source: the Open Molecules 2025 dataset; level of theory: wB97M-V/def2-TZVPD.

The geometry in XYZ format:
```
9
Properties=species:S:1:pos:R:3:forces:R:3
C -4.383 0.130 0.328 -0.47 1.53 1.18
O 0.910 0.914 1.043 0.61 -0.70 1.36
O -0.109 0.394 -1.319 0.67 0.87 0.97
P 0.005 1.475 0.055 0.45 -1.54 -3.35
S 0.321 3.258 -0.608 -0.33 0.80 -0.12
Cl -4.285 -1.501 0.082 0.02 -1.23 -0.84
Cl -1.929 0.980 0.460 -0.39 0.47 0.93
Cl -4.742 1.083 -1.042 -0.23 -0.46 -0.52
H 0.743 0.359 -1.789 -0.32 0.26 0.39
```
Positions in Å, forces in eV/Å.

The calculation puts the energy above the lowest of the compared OMol25 structures with the same formula, charge and spin at 101.53 kJ/mol. The calculation puts the total energy at -62841.433 eV. The value obtained for the strongest force on any atom is 3.7 eV/A. The net charge is -1. The LUMO energy is 1.98 eV. As for the HOMO energy: -4.50 eV.

natural (NBO) population analysis, charges in e, atoms 1 to 6:
1. C -0.166
2. O -1.120
3. O -1.027
4. P 1.793
5. S -0.733
6. Cl 0.075

***

- Which of these has the lowest net charge?
  CHCl3O2PS